Entry 1:
Here is the molecule C10H12N2 from the Open Molecules 2025 dataset. Energies are from ωB97M-V with the def2-TZVPD basis set.

Last column: natural (NBO) charge in e.
CARTESIAN COORDINATES (ANGSTROEM)
N  4.3630  0.1390  0.9737  -0.38
N  1.9185  -0.3587  0.3388  -0.69
C  -2.1796  -1.8452  -0.2345  -0.21
C  -0.4702  -0.1563  -0.2060  -0.03
C  1.1861  1.7682  -0.1668  -0.61
C  0.6096  0.6548  2.0070  -0.61
C  -2.5601  -1.4074  -1.5039  -0.20
C  -0.9925  0.4151  -1.4215  -0.20
C  0.7833  0.4646  0.5015  0.10
C  -1.9738  -0.2958  -2.1112  -0.21
C  3.2544  -0.1770  0.6665  0.43
C  -1.1896  -1.1530  0.4533  -0.22
H  1.6006  0.7490  2.4982  0.22
H  -2.3924  -0.1314  -3.1347  0.23
H  -0.9220  -1.4889  1.4688  0.22
H  0.0176  1.5420  2.2490  0.22
H  0.1098  -0.2367  2.3922  0.20
H  0.4380  2.5731  -0.1195  0.22
H  -2.7965  -2.6681  0.1512  0.22
H  1.3664  1.5382  -1.2372  0.21
H  2.1082  2.0529  0.3729  0.22
H  -3.3667  -1.9168  -2.0192  0.21
H  -0.4795  1.2359  -1.9910  0.23
H  1.5675  -1.2974  0.0724  0.42

Summary:
Charge   0
SMILES   CC(C)(NC#N)c1ccccc1
HOMO level   -9.39 eV
LUMO energy   0.7 eV
Energy relative to the best compared isomer or geometry (same formula, charge and spin)   33.5 kcal/mol



Entry 2:
Here is the molecule C13H10N4O2 from the Open Molecules 2025 dataset. Energies are from ωB97M-V with the def2-TZVPD basis set.

Last column: natural (NBO) charge in e.
CARTESIAN COORDINATES (ANGSTROEM)
O  3.4753  2.8378  0.1417  -0.39
O  -1.5391  -3.0236  -0.7780  -0.45
N  -0.4507  -0.8506  -0.2206  -0.55
N  -3.3742  2.5307  -1.9049  -0.30
N  -0.0910  1.5591  0.1016  -0.42
N  -4.1586  -1.5282  -3.1031  -0.32
C  -1.9065  0.5004  -1.0836  -0.19
C  2.8949  4.5046  1.5796  -0.32
C  -2.2947  -0.8768  -1.3717  -0.26
C  2.0955  2.8002  0.3023  0.16
C  1.7183  3.8088  1.1667  -0.21
C  -1.3724  -1.7129  -0.7832  0.51
C  -0.4748  -3.9162  -0.1812  -0.08
C  1.1600  1.7353  -0.1294  0.13
C  -2.7047  1.6658  -1.4337  0.29
C  -0.7683  -4.3115  1.2364  -0.65
C  3.8658  3.9648  0.8230  0.13
C  -0.7776  0.4673  -0.3913  0.30
C  -3.3345  -1.2698  -2.3004  0.28
H  1.5536  0.7587  -0.5577  0.15
H  0.7551  3.8309  1.6643  0.25
H  -0.6040  -4.7843  -0.8341  0.21
H  0.3440  -1.1432  0.3424  0.42
H  -1.8072  -4.6350  1.4586  0.23
H  -0.1211  -5.2158  1.4781  0.22
H  0.5290  -3.6056  -0.2213  0.18
H  2.9184  5.4095  2.1615  0.24
H  -0.4727  -3.6732  2.0075  0.21
H  4.9421  4.1729  0.8306  0.21

Summary:
Charge   0
SMILES   CCOc1[nH]c(/N=C/c2ccco2)c(C#N)c1C#N
HOMO level   -8.22 eV
LUMO energy   -0.5 eV
Energy relative to the best compared isomer or geometry (same formula, charge and spin)   86.3 kcal/mol



Entry 3:
Here is a structure of composition C32H62CaClN7O5P3S from the Open Molecules 2025 dataset. Energies are from ωB97M-V with the def2-TZVPD basis set.

Last column: Mulliken charge in e.
CARTESIAN COORDINATES (ANGSTROEM)
Ca  -0.7846  -0.6840  -1.5759  1.04
Cl  -2.4444  -3.7944  -0.0203  -0.18
S  -0.1455  -1.1889  1.4901  0.58
P  -1.0848  2.2929  -0.0570  -1.72
P  -1.4770  2.6335  -2.8325  0.01
P  3.5603  -1.3593  1.2757  0.95
O  -1.5119  3.2904  -1.3287  -0.58
O  0.8968  -0.1267  -3.1266  -0.73
O  -1.8716  1.2003  -2.8469  -0.76
O  -0.1040  1.2980  -0.5192  3.24
O  2.8342  0.5402  -3.9984  -0.76
N  -0.0152  3.0175  -3.4200  0.88
N  1.2975  -2.0688  -1.0596  0.38
N  -2.5312  -1.6023  2.5299  0.22
N  -0.5122  3.3451  1.0479  0.46
N  -2.5558  3.5396  -3.6332  0.29
N  -0.7317  -2.8432  3.5010  -0.31
N  -2.4586  1.6924  0.5837  0.56
C  -6.2044  -2.5447  -0.1693  -1.04
C  3.8293  -2.0854  4.0531  -1.56
C  5.3913  -1.5114  1.2561  0.61
C  -3.1743  0.5746  -0.1050  -0.77
C  -3.8946  -3.1052  -0.5972  0.45
C  2.8837  -1.4964  -2.8967  -0.05
C  -2.2666  4.9230  -4.0778  -0.90
C  3.0111  -2.2252  2.8309  1.32
C  -3.9781  3.2428  -3.3851  -0.94
C  0.3445  2.8014  2.1132  -1.23
C  -6.1545  -1.7950  -1.3733  -0.40
C  0.3230  2.6108  -4.7959  -1.40
C  -1.1708  -1.9659  2.5962  -1.47
C  -5.0032  -3.1444  0.2155  -0.50
C  1.1694  3.4862  -2.6880  -0.71
C  3.3138  0.4716  1.6192  0.61
C  -3.0166  -3.1587  4.2566  -1.08
C  5.7807  -2.9537  1.1775  -1.58
C  -4.8179  -1.5830  3.2941  -1.19
C  2.0989  -2.5694  -2.1212  -0.86
C  -2.9783  1.8609  1.9725  -0.81
C  -3.3890  -2.1726  3.3287  1.02
C  5.9809  -0.6678  0.1260  -1.43
C  -3.8009  -2.3896  -1.8426  1.12
C  -1.6504  -3.4428  4.2687  -0.38
C  4.3466  1.2619  2.4816  -1.69
C  -5.0253  -1.7212  -2.1877  -0.62
C  -0.0896  4.6838  0.7223  -0.88
C  3.0131  1.1802  0.2871  -0.56
C  2.6641  -3.6576  2.5136  -1.68
C  2.1432  -0.2540  -3.3924  0.23
C  -2.6006  -2.2287  -2.5532  -2.75
H  -2.6926  -0.3700  0.1101  -0.21
H  1.3177  2.8609  -1.7965  -0.09
H  -3.1398  5.3933  -4.5620  0.37
H  5.5552  -3.4359  2.1091  0.28
H  -0.3883  1.9548  -5.2589  0.32
H  3.4875  -1.9131  -3.6828  0.54
H  2.0109  0.9854  -0.1167  -1.07
H  -4.2446  0.5512  0.2092  0.48
H  -4.8622  -3.7111  1.1202  0.55
H  4.8405  -2.5618  3.9806  0.17
H  3.9847  2.2575  2.6130  0.49
H  -0.1671  5.3267  1.6018  0.38
H  0.0056  3.2362  3.0669  0.34
H  3.3203  -2.5797  4.8805  0.50
H  1.1749  4.5663  -2.5693  0.24
H  3.7310  0.8644  -0.4523  0.48
H  -1.8488  -2.9908  -2.4312  0.87
H  0.5053  3.5202  -5.3520  0.42
H  2.0350  -4.1483  3.2308  0.40
H  -4.0326  2.1794  1.8826  0.31
H  -5.0764  -1.1177  -3.1054  0.33
H  5.3869  -0.8945  -0.8030  0.21
H  -5.5642  -2.2910  2.9850  0.37
H  -0.6226  5.1148  -0.1491  0.18
H  2.7879  -3.3522  -1.7972  0.42
H  -4.5169  3.7592  -4.1974  0.43
H  -1.8937  5.5533  -3.2622  0.25
H  5.9234  0.4235  0.3249  0.15
H  1.1484  1.9568  -4.6573  0.42
H  7.0401  -0.8244  -0.0166  0.52
H  5.2527  1.3458  1.8989  0.36
H  1.9871  3.2179  -3.3639  0.46
H  -1.2640  -4.1315  4.9863  0.47
H  2.1729  -3.7417  1.5419  0.15
H  -7.0025  -1.2091  -1.6265  0.39
H  4.5127  0.7314  3.4245  0.22
H  1.8425  -1.5474  -0.3774  -1.21
H  -3.7478  -3.6198  4.9473  0.37
H  -2.4066  2.6121  2.4942  0.35
H  5.7141  -1.1594  2.2206  0.61
H  5.2711  -3.5137  0.3982  0.26
H  -1.4663  4.9228  -4.8364  0.21
H  0.2442  1.7475  2.1544  0.16
H  3.5193  -4.2515  2.4550  0.49
H  3.5850  -1.0534  -2.1760  -0.45
H  0.9146  -2.7458  -0.4101  0.26
H  6.8253  -3.0305  0.9183  0.46
H  1.3825  2.9836  1.9016  0.44
H  3.2092  2.2696  0.4092  0.49
H  1.9974  -1.7147  2.9454  -0.55
H  1.4615  -3.1540  -2.8219  0.30
H  -4.3304  3.7582  -2.4972  0.30
H  2.4539  0.4059  2.2631  0.29
H  0.9871  4.6732  0.4772  0.24
H  -4.7792  -0.7288  2.6303  0.07
H  -3.1536  0.7063  -1.1603  0.51
H  3.9768  -1.0424  4.2889  0.30
H  -4.9935  -1.1391  4.2870  0.41
H  -7.0898  -2.6197  0.3918  0.48
H  -4.1551  2.1605  -3.4109  0.19
H  -2.8766  0.8712  2.4028  0.06
H  -2.6890  -1.9239  -3.5984  0.42

Summary:
Charge   -1
HOMO level   -3.51 eV
LUMO energy   2.3 eV
Energy relative to the best compared isomer or geometry (same formula, charge and spin)   2.6 kcal/mol



Entry 4:
Here is the molecule C5H4N2O from the Open Molecules 2025 dataset. Energies are from ωB97M-V with the def2-TZVPD basis set.

Last column: natural (NBO) charge in e.
CARTESIAN COORDINATES (ANGSTROEM)
O  -0.7370  2.5366  0.7972  -0.64
N  -1.5875  -0.8675  1.0769  -0.25
N  -1.6217  0.4124  1.3747  -0.30
C  1.9844  -1.0783  -2.0484  -0.20
C  -0.5792  -1.1786  0.2861  0.03
C  1.1245  -0.6037  -1.3547  -0.03
C  -0.9799  1.2714  0.7698  0.60
C  0.3184  -0.2313  -0.2216  -0.42
H  -0.6000  -2.1945  -0.0745  0.21
H  0.8295  0.4556  0.4512  0.25
H  2.6785  -1.4809  -2.7249  0.23
H  -0.8301  2.9587  1.6682  0.50

Summary:
Charge   0
HOMO level   -8.49 eV
LUMO energy   -0.3 eV
Energy relative to the best compared isomer or geometry (same formula, charge and spin)   128.8 kcal/mol



Entry 5:
Here is a structure of composition C33H29Cl2CsF5N10O3PTe from the Open Molecules 2025 dataset. Energies are from ωB97M-V with the def2-TZVPD basis set.

Last column: Mulliken charge in e.
CARTESIAN COORDINATES (ANGSTROEM)
Cs  -0.4940  1.8112  1.1204  0.99
Te  -1.4901  5.4202  0.2713  2.00
Cl  -4.4939  0.5427  4.7739  -0.29
Cl  -2.8831  -4.4686  5.9652  -0.34
P  -1.3002  -1.1441  -3.3875  -0.47
F  -2.8065  4.4279  -0.5838  -0.44
F  -2.3715  5.1318  1.8757  -0.42
F  -0.5319  6.7939  1.0798  -0.44
F  -2.7766  6.7785  0.0984  -0.44
F  -0.9800  6.0576  -1.4084  -0.45
O  -2.3783  0.4059  2.6656  -0.73
O  -0.2542  4.1589  0.3960  -1.00
O  4.8824  0.8664  3.1933  -0.90
N  -2.3350  -0.7517  -0.8312  0.09
N  0.8105  -1.0725  -1.5259  0.09
N  -1.1576  1.4752  -2.3913  0.14
N  3.2283  1.2814  1.6228  -0.25
N  -0.8833  1.3772  -4.5871  0.48
N  -3.7097  -1.9025  -2.1284  0.37
N  2.7439  1.4872  -1.1837  0.11
N  1.0297  -2.6770  -3.0360  0.32
N  1.3450  1.1323  3.6941  0.08
N  -0.7714  -1.7317  2.0884  0.30
C  -1.0985  0.6721  -3.4297  -0.36
C  2.1398  -2.7351  -2.2323  -0.42
C  3.4613  2.1152  -3.3925  -0.80
C  0.7431  -3.5618  -4.1501  -0.88
C  -1.6464  -1.8231  3.1224  -0.07
C  3.9723  1.7029  -0.7263  0.49
C  -3.4217  -0.7968  4.4157  0.41
C  -2.4883  -0.6340  3.3588  0.07
C  -0.9866  2.7472  -2.8804  -0.36
C  -0.8853  -4.0639  3.6038  -0.94
C  -2.7114  -3.0288  4.9611  0.80
C  0.2478  -1.6492  -2.5613  0.12
C  0.8102  0.5111  5.9488  -0.80
C  3.6795  1.0175  2.8207  0.01
C  -0.0154  -3.9464  2.5585  -0.72
C  -1.7530  -2.9950  3.9191  0.14
C  -3.5244  -1.9537  5.1904  -0.53
C  -3.4703  -1.0415  -0.1245  -0.58
C  0.0026  -2.7509  1.8136  -0.28
C  4.7467  2.3429  -2.9158  -0.50
C  3.0633  0.3809  5.1645  -0.45
C  0.4680  0.9716  4.6884  -0.34
C  1.9919  -1.7323  -1.3150  -0.79
C  -2.4900  -1.2742  -2.0215  -0.12
C  2.1447  0.2098  6.1852  -0.28
C  2.5074  1.6934  -2.4860  0.24
C  -4.2488  -2.5978  -3.2805  -0.85
C  2.6290  0.8399  3.9199  0.29
C  -0.8119  2.7039  -4.2367  -0.44
C  5.0002  2.1388  -1.5783  -0.82
C  -4.3336  -1.7536  -0.9141  -0.59
C  -0.7344  0.8416  -5.9282  -0.95
C  4.3305  1.4342  0.7179  -0.74
H  -4.3495  -1.9301  -4.1351  0.30
H  0.6581  -4.7551  2.3009  0.43
H  -4.2609  -1.9949  5.9834  0.41
H  5.5340  2.6807  -3.5816  0.36
H  -5.2326  -2.9805  -3.0200  0.32
H  2.9195  -3.4630  -2.3972  0.43
H  0.7198  -3.0177  -5.0934  0.29
H  -0.5668  1.2200  4.4601  0.51
H  3.2067  2.2674  -4.4343  0.44
H  0.0927  0.1338  -5.9805  0.32
H  -0.9674  3.6129  -2.2375  0.24
H  -0.5259  1.6662  -6.6050  0.31
H  4.1188  0.1779  5.2801  0.44
H  0.6792  -2.6337  0.9720  0.09
H  0.0496  0.3881  6.7097  0.41
H  -0.9195  -4.9639  4.2029  0.36
H  1.4931  1.5059  -2.8052  0.29
H  -1.6429  0.3370  -6.2559  0.33
H  2.4631  -0.1524  7.1569  0.38
H  1.5249  -4.3157  -4.2018  0.31
H  -5.3169  -2.1589  -0.7320  0.35
H  5.9878  2.3139  -1.1652  0.46
H  4.9892  2.2648  1.0192  0.39
H  -0.6523  3.4799  -4.9699  0.37
H  5.0062  0.5625  0.7467  0.23
H  -3.6150  -3.4349  -3.5700  0.28
H  -0.2142  -4.0623  -4.0188  0.30
H  -3.5853  -0.7104  0.9007  0.47
H  2.6659  -1.4231  -0.5265  0.44

Summary:
Charge   -2
HOMO level   -2.14 eV
LUMO energy   3.3 eV



Entry 6:
Here is a structure of composition C4H7ClN2 from the Open Molecules 2025 dataset. Energies are from ωB97M-V with the def2-TZVPD basis set.

Last column: natural (NBO) charge in e.
CARTESIAN COORDINATES (ANGSTROEM)
Cl  1.4897  1.3951  0.1796  -0.03
N  -0.7429  -0.8255  -0.9900  -0.21
N  0.4696  -0.5620  -1.4285  -0.12
C  0.9523  -0.2865  -0.0495  0.00
C  1.9775  -1.2578  0.4897  -0.63
C  -2.3033  1.7834  -0.3749  -0.50
C  -0.4849  -0.5444  0.2929  0.07
H  -1.0921  -0.6076  1.1738  0.21
H  -3.0865  1.0881  -0.5881  0.17
H  -2.1954  2.2028  0.6034  0.17
H  1.6403  -2.2773  0.3071  0.23
H  2.9296  -1.1056  -0.0116  0.24
H  -1.6510  2.0992  -1.1629  0.18
H  2.0973  -1.1019  1.5590  0.23

Summary:
Charge   0
HOMO level (spin up / spin down)   -9.53 / -8.84 eV
LUMO energy (spin up / spin down)   0.2 / -1.1 eV
Energy relative to the best compared isomer or geometry (same formula, charge and spin)   140.3 kcal/mol



The calculation returns the following maximum force values, one per record and in order: 5.017; 4.577; 2.351; 2.434; 2.509; 0.867 eV Å⁻¹.
The calculation returns the following electronic energy values, one per record and in order: -497.7088; -870.7616; -4576.4209; -377.4588; -4097.5992; -726.1169 a.u..